This record from the Open Molecules 2025 dataset describes a structure of composition C22H44Cl2N4O12Tl at a distorted geometry. The level of theory is ωB97M-V with the def2-TZVPD basis set.

```
85
Properties=species:S:1:pos:R:3:forces:R:3:lowdin_spin:R:1
Tl -5.33888 -0.56400 -2.32632 1.68 0.05 0.74 0.000
O -2.91361 -1.09075 -0.78531 0.79 0.26 -0.28 0.094
C -1.52488 -1.06275 -0.99843 -3.83 0.27 0.22 0.063
C -0.63093 -0.37915 0.18421 0.20 -1.29 1.87 0.080
O -0.72842 -0.89796 1.50629 0.04 0.61 -3.06 0.713
H -1.39966 -0.49210 -1.91863 1.03 0.67 -0.09 0.004
H -1.21250 -2.07977 -1.23547 0.79 -0.27 0.61 0.002
H -0.59184 0.70935 0.22592 -0.81 0.20 -0.30 -0.002
H 0.33699 -0.68940 -0.20945 0.59 -0.25 -0.10 0.033
C 2.56896 1.76235 -1.55261 0.88 -1.19 0.66 0.001
C 3.74386 0.95579 -0.91132 -1.48 0.27 -0.38 0.000
O 4.64142 0.81877 -1.99112 1.03 -0.08 0.21 0.000
C 4.24211 1.45172 -3.12314 1.95 -1.40 -1.87 0.000
O 4.90324 1.41021 -4.17000 -2.63 0.72 3.41 0.000
O 3.02140 1.96676 -2.90260 -0.73 1.08 -0.15 0.000
H 2.37517 2.63820 -0.93341 0.08 0.56 -0.83 0.000
H 1.67459 1.13968 -1.53067 -0.13 0.15 -0.48 0.001
H 3.35747 -0.00733 -0.57784 0.44 -0.23 -0.17 0.000
H 4.13041 1.45836 -0.02470 0.61 0.06 -0.38 0.000
C -1.03211 -3.44018 -4.81411 -0.83 -0.38 -1.83 0.000
C -1.75019 -2.11297 -5.34101 0.83 -1.60 2.50 0.000
O -0.73703 -1.57943 -6.07780 0.64 2.57 -1.55 0.000
C 0.20126 -2.44596 -6.44563 2.16 1.01 -3.18 0.000
O 0.96855 -2.22836 -7.38995 -1.86 -0.89 2.89 0.000
O 0.13546 -3.50957 -5.68004 -0.16 -1.00 0.79 0.000
H -1.63107 -4.30422 -5.10185 0.02 -0.12 0.38 0.000
H -0.73479 -3.52105 -3.76857 0.00 0.48 -0.18 0.000
H -1.87848 -1.50845 -4.44312 -0.69 0.36 -0.28 0.000
H -2.62667 -2.21465 -5.98097 -0.18 -0.37 0.42 0.000
C -3.04097 2.40234 -5.13832 0.25 -0.01 -0.92 0.000
C -2.65788 2.07368 -3.72393 -2.17 0.63 -1.82 0.000
O -3.36439 1.25814 -3.17042 -0.41 -1.79 1.66 0.000
N -1.81444 2.87647 -3.14142 2.01 1.32 0.42 0.000
C -1.51029 2.89128 -1.73318 -0.10 -0.33 0.25 0.000
H -2.28318 2.16322 -5.88443 0.13 -0.12 0.08 0.000
H -3.25982 3.46320 -5.25995 -0.06 0.04 0.10 0.000
H -3.93608 1.81684 -5.34824 0.14 0.17 -0.13 0.000
H -1.42586 3.61355 -3.71221 0.08 -0.26 0.06 0.000
H -2.36119 2.42483 -1.23670 0.06 0.29 0.26 0.000
H -1.30963 3.91837 -1.42835 -0.34 -0.07 0.16 0.000
H -0.63478 2.30298 -1.45843 0.10 -0.12 -0.27 0.000
C 2.09271 1.76963 2.14412 -1.17 0.95 0.03 0.000
C 2.58819 0.57014 2.83061 0.59 -0.93 1.78 0.000
O 2.99100 0.61009 4.00161 -0.03 -0.16 -1.87 0.001
N 2.52422 -0.56251 2.06610 0.60 0.60 0.62 0.003
C 3.20889 -1.76846 2.49261 0.25 0.32 0.15 0.000
H 2.87235 2.35089 1.65179 0.06 -0.10 0.12 0.000
H 1.61237 2.36807 2.91823 0.10 0.32 -0.17 0.000
H 1.32051 1.48682 1.42869 -0.01 0.14 -0.28 0.000
H 1.81725 -0.55014 1.34490 0.33 -0.34 0.05 0.001
H 4.20240 -1.83920 2.04986 -0.29 -0.35 -0.90 0.000
H 2.54440 -2.60815 2.28898 0.61 -0.20 0.32 0.000
H 3.53948 -1.66690 3.52629 -1.05 -0.09 0.37 0.000
C 0.17816 -3.40405 4.02809 1.49 -0.26 -0.38 0.000
C 0.24547 -2.18290 4.88606 0.02 0.13 2.56 0.000
O 0.50386 -2.28377 6.10458 -0.51 0.34 -1.65 0.001
N 0.02536 -0.98861 4.27717 -0.37 -0.47 1.39 0.003
C -0.15622 0.21562 5.12456 0.21 0.34 -1.98 0.000
H 0.94048 -4.10716 4.36363 0.11 0.12 0.35 0.000
H 0.57597 -3.04381 3.07937 -0.85 -0.57 -0.71 0.000
H -0.73036 -4.00614 4.04139 -0.28 0.73 -0.36 0.000
H -0.17838 -0.99945 3.28799 -0.37 0.35 0.22 0.000
H 0.78611 0.75966 5.06022 0.20 -0.11 1.16 0.000
H -0.59619 0.01787 6.10202 0.66 -0.30 -0.07 0.000
H -0.82984 0.90526 4.61591 -0.40 -0.35 -0.21 0.000
C -2.26503 2.99770 1.72433 0.95 2.11 0.70 0.000
C -2.58250 2.49665 3.13213 -1.99 -3.32 1.18 0.000
O -2.88043 1.29919 3.30298 0.68 1.80 -0.40 0.000
N -2.61174 3.36209 4.20631 0.66 0.42 -1.44 0.000
C -2.81718 3.09906 5.65593 -0.84 -0.18 -0.89 0.000
H -1.20102 2.84586 1.54288 -0.02 -0.86 -0.28 0.000
H -2.23360 4.08710 1.70669 -0.34 0.48 0.30 0.000
H -2.89070 2.79062 0.85614 -0.07 -1.00 0.67 0.000
H -2.38207 4.28022 3.85361 -0.06 0.28 1.03 0.000
H -2.75523 4.05854 6.16941 0.60 -0.25 0.04 0.000
H -2.23318 2.27756 6.07087 0.74 0.49 -0.25 0.000
H -3.82266 2.74828 5.88847 -0.37 0.08 -0.59 0.000
Cl 2.10019 -3.86190 -3.16936 0.47 0.57 -0.45 0.000
C 1.39854 -3.92498 -1.57315 -0.35 0.16 1.39 0.000
C 2.10885 -3.19129 -0.39075 -0.44 -1.40 -0.69 0.001
Cl 3.82688 -3.68742 -0.23673 -0.45 0.51 -0.20 0.000
H 1.26193 -4.99367 -1.40779 0.13 0.19 0.53 0.000
H 0.41245 -3.46072 -1.58702 -0.11 -0.09 -0.26 0.000
H 1.61543 -3.53187 0.51954 -0.04 -0.13 -0.05 0.000
H 1.90126 -2.12183 -0.42642 0.81 0.07 -0.33 0.002
```
Positions in Å, forces in eV/Å.

As for the frontier orbital gap (alpha / beta): 0.2533 / 0.2307 Eh. The energy comes out at -83791.33896 eV. The spin multiplicity is 2.

=====

This record from the Open Molecules 2025 dataset describes the ion C5H12O2P with charge +1 at a distorted geometry. The level of theory is ωB97M-V with the def2-TZVPD basis set.

```
20
Properties=species:S:1:pos:R:3:forces:R:3:nbo_charge:R:1
C -0.80647 0.00869 1.67650 -1.17 -2.67 0.90 0.831
C -1.59930 -0.95164 2.56292 0.84 2.52 0.34 -0.714
C 0.43725 -1.03812 -1.97427 1.34 0.60 -1.17 -1.011
C 1.97780 0.29987 -0.08378 -0.37 -0.66 -0.37 -1.008
C -0.50627 1.59472 -1.38374 -1.53 0.23 3.14 -0.977
O -0.42600 1.08922 1.86110 0.77 2.04 -0.11 -0.510
O -0.52353 -0.67682 0.43447 -0.84 0.21 1.12 -0.819
P 0.28534 0.08416 -0.65460 1.25 1.90 -2.78 1.907
H -1.27590 -0.79040 3.63086 -0.59 -0.05 -1.15 0.270
H -1.25028 -1.88651 2.20916 -0.73 -1.34 -0.04 0.247
H -2.65204 -0.61869 2.38915 0.61 -1.02 0.31 0.275
H 1.39621 -0.64794 -2.52227 -1.88 -1.09 0.66 0.278
H -0.43493 -1.15853 -2.62080 0.26 0.03 0.08 0.283
H 0.64293 -1.92314 -1.40170 0.39 -1.02 -0.40 0.268
H 1.80140 0.94422 0.70381 0.33 1.95 1.77 0.266
H 2.78431 0.64283 -0.73153 -0.59 0.21 -0.33 0.292
H 2.33281 -0.58560 0.41911 -0.12 -0.75 -0.11 0.278
H -0.49709 2.48023 -0.62009 0.23 -1.51 -1.69 0.293
H -1.60099 1.34322 -1.54782 1.21 0.12 0.22 0.278
H -0.08528 1.79023 -2.34648 0.58 0.30 -0.41 0.275
```
Positions in Å, forces in eV/Å.

As for the net charge: +1. As for the frontier orbital gap: 0.4670 Eh. The energy comes out at -18757.46151 eV. The spin multiplicity is 1. The value obtained for the energy relative to the best compared isomer or geometry (same formula, charge and spin) is 23.5 kcal per mole.

=====

This record from the Open Molecules 2025 dataset describes a structure of composition CH6MnO10P at a distorted geometry. The level of theory is ωB97M-V with the def2-TZVPD basis set.

```
19
Properties=species:S:1:pos:R:3:forces:R:3:lowdin_spin:R:1
Mn 0.09746 0.45896 0.45731 2.18 -1.77 -0.29 4.580
C 2.66706 0.39356 0.28949 -0.46 -0.67 -0.27 0.008
O 1.88850 -0.27262 -0.50530 0.71 -0.45 -0.25 0.056
O 2.09970 1.51457 0.67100 0.09 1.29 1.09 0.039
O 3.79491 -0.01323 0.71014 -0.12 0.60 -0.36 0.003
P -1.14844 -1.89432 0.58026 -0.23 -2.06 1.20 0.009
O -0.58769 -3.24057 0.09929 -0.45 0.42 -0.20 0.004
O -0.18054 -1.21805 1.61781 0.35 0.82 0.64 0.076
O -2.53364 -1.99153 1.22727 -0.63 -0.01 -0.19 0.003
O -1.15115 -0.81627 -0.56741 -0.53 0.92 -1.53 0.064
O -0.04941 -1.61575 -2.89734 -0.59 0.68 -0.36 0.001
H -0.44195 -2.49142 -2.86634 0.04 -0.05 0.46 0.000
H -0.46031 -1.16415 -2.08244 0.52 -0.80 -0.02 0.001
O -0.65589 1.90062 -0.88845 -0.82 1.39 -1.10 0.058
H -0.48953 2.83883 -1.06095 0.28 -0.28 0.07 0.015
H -1.14535 1.56658 -1.65631 0.14 -0.43 0.36 0.008
O -0.54903 1.82965 1.95028 -0.83 0.94 1.25 0.056
H -0.61692 1.42928 2.82946 0.09 -0.34 -0.34 0.007
H -0.53778 2.78588 2.09221 0.28 -0.20 -0.16 0.013
```
Positions in Å, forces in eV/Å.

As for the net charge: -3. As for the frontier orbital gap (alpha / beta): 0.1285 / 0.1309 Eh. The energy comes out at -62218.25483 eV. The spin multiplicity is 6.

=====

This record from the Open Molecules 2025 dataset describes a structure of composition C23H18BrGaN4O3 at a distorted geometry. The level of theory is ωB97M-V with the def2-TZVPD basis set.

```
50
Properties=species:S:1:pos:R:3:forces:R:3:lowdin_spin:R:1
Ga 10.43611 9.80295 10.44184 0.07 0.64 1.74 0.020
C 9.29689 5.85285 14.33332 0.91 -1.35 -1.36 0.062
C 9.73679 5.86843 13.00234 -0.05 -0.13 -1.89 -0.011
C 9.79953 7.05301 12.22829 -0.62 0.46 1.44 0.059
C 9.49593 8.25396 12.92648 -0.49 -0.33 -0.47 -0.002
C 9.08152 8.21820 14.26482 1.43 0.94 -1.58 0.054
C 9.03464 7.04171 14.93463 -1.45 0.84 2.24 -0.003
N 9.51960 9.49375 12.25897 0.53 -0.76 -0.54 0.315
N 9.12312 10.55898 12.93319 0.01 -0.65 -0.55 0.193
C 9.30049 11.68002 12.22931 0.61 0.99 -0.11 0.054
C 9.05605 12.96400 12.82020 -0.48 -0.21 -0.13 0.037
C 9.41535 14.08451 12.12574 0.21 0.26 -0.61 0.040
C 10.05461 13.94824 10.83512 -0.39 -0.53 0.73 0.061
C 10.27325 12.68554 10.30905 -0.92 2.28 0.77 0.027
N 9.85976 11.60365 10.97018 0.06 -0.93 0.27 0.072
H 9.21107 4.88877 14.82660 0.00 0.28 0.11 0.003
H 9.95932 4.94058 12.42317 -0.25 0.62 0.93 -0.002
H 9.93879 7.07108 11.13365 0.27 -0.25 0.73 0.003
H 9.00698 9.19089 14.70447 -0.55 0.07 0.58 0.004
H 8.64829 7.16938 15.96017 0.46 -0.76 -0.38 -0.001
H 8.52977 13.06707 13.78575 0.52 -0.45 -0.62 0.001
H 9.18771 15.07902 12.57827 0.39 -0.88 -0.66 0.001
H 10.32494 14.82202 10.28243 0.22 0.29 -0.23 0.003
H 10.69834 12.54254 9.33584 0.33 -0.06 -0.25 0.000
Br 13.77903 6.52022 10.28128 -0.03 0.61 -0.10 0.000
C 14.66739 7.99994 9.44603 -0.46 0.42 0.08 0.000
C 15.93499 7.68941 8.92873 -0.06 0.07 0.17 0.000
C 16.63709 8.61485 8.15852 -0.02 0.00 0.10 0.000
C 16.12734 9.91161 8.03285 -0.23 -1.00 0.87 0.000
C 14.92430 10.23514 8.60940 -1.73 -0.04 0.27 0.000
C 14.08781 9.29013 9.28077 1.45 0.08 -1.13 0.000
C 12.71125 9.72539 9.66843 -0.33 -0.24 0.99 0.000
O 12.31572 9.39665 10.86859 -0.68 -0.03 -1.54 0.006
O 11.88055 10.37364 8.93758 0.95 -0.98 0.78 0.000
H 16.36883 6.71721 9.20047 -0.30 0.44 -0.49 0.000
H 17.57509 8.32862 7.66097 -0.43 0.19 0.47 0.000
H 16.67015 10.69792 7.59469 0.71 0.62 -0.79 0.000
H 14.52870 11.25302 8.49773 0.22 -0.43 0.05 0.000
O 9.53002 8.67879 9.22285 -0.92 0.44 -1.14 0.002
N 8.61319 9.10923 8.28504 0.16 0.73 0.50 0.000
C 7.68478 8.19563 7.91711 1.31 0.51 0.23 0.000
C 6.79854 8.48296 6.90216 -0.71 -2.07 -0.43 0.000
C 6.65210 9.76087 6.44934 -0.36 0.94 -0.25 0.000
C 7.51275 10.70702 6.95694 0.31 1.36 -0.40 0.000
C 8.58060 10.37662 7.77350 -1.13 -1.12 -0.13 0.001
H 7.81905 7.28703 8.47794 -0.27 -0.40 -0.30 0.000
H 6.26068 7.63542 6.43575 0.05 0.68 0.68 0.000
H 5.90124 10.11986 5.72863 0.36 -0.71 0.35 0.000
H 7.35020 11.74571 6.61604 0.61 -0.63 0.36 0.000
H 9.35014 11.08426 7.94528 0.73 0.19 0.67 0.000
```
Positions in Å, forces in eV/Å.

As for the net charge: +1. As for the frontier orbital gap (alpha / beta): 0.2181 / 0.2549 Eh. The energy comes out at -158657.97062 eV. The spin multiplicity is 2. The value obtained for the energy relative to the best compared isomer or geometry (same formula, charge and spin) is 1.6 kcal per mole.